C19H40CdOP2 as an isolated structure at a distorted geometry. Source: OMol25; level of theory: ωB97M-V with the def2-TZVPD basis set.

Geometry as ORCA input:
```
! wB97M-V def2-TZVPD RIJCOSX def2/J DEFGRID3
* xyz 0 1
P 1.806 -0.214 -2.086
P -0.477 -2.635 0.296
C 1.769 -2.023 -1.549
C 0.411 -2.721 -1.304
H 2.466 -2.110 -0.704
H 2.273 -2.519 -2.394
H -0.285 -2.506 -2.123
H 0.600 -3.802 -1.311
C 1.073 -2.411 1.264
H 0.967 -2.303 2.349
H 1.609 -1.525 0.902
H 1.661 -3.323 1.048
C -0.945 -4.337 0.798
H -0.068 -4.862 1.174
H -1.393 -4.854 -0.057
H -1.678 -4.297 1.596
C 3.573 0.085 -2.804
H 3.604 1.050 -3.337
H 3.815 -0.707 -3.540
H 4.374 0.083 -2.054
C 1.256 -0.574 -3.822
H 0.250 -1.005 -3.769
H 1.968 -1.295 -4.240
H 1.261 0.323 -4.449
Cd -2.355 -1.443 0.022
C 1.971 1.000 0.610
C 3.015 1.003 -0.269
C 3.719 2.304 -0.508
C 2.760 3.331 -1.127
C 1.820 2.890 -2.139
C 1.044 1.721 -2.214
C 0.070 1.429 -0.955
C 0.630 1.683 0.438
C -3.756 -0.118 -0.949
H 2.061 0.468 1.549
H 3.663 0.124 -0.193
H 4.661 2.232 -1.044
H 3.979 2.712 0.469
H 2.175 3.763 -0.314
H 3.388 4.126 -1.575
H 1.671 3.606 -2.955
H 0.489 1.648 -3.175
H -0.273 0.390 -0.995
H -0.842 2.017 -1.106
H 0.520 2.766 0.695
H -0.015 1.127 1.146
H -3.946 -0.324 -2.011
H -3.356 0.892 -0.812
H -4.690 -0.222 -0.386
C -2.843 -0.005 4.521
C -3.252 0.421 3.092
C -4.776 0.268 3.022
C -2.866 1.895 2.915
O -2.592 -0.317 2.126
H -3.295 0.650 5.275
H -1.752 0.040 4.645
H -3.165 -1.038 4.722
H -5.293 1.054 3.580
H -5.128 0.305 1.983
H -5.081 -0.692 3.463
H -1.817 2.021 3.197
H -2.950 2.173 1.859
H -3.481 2.581 3.512
*
```

Summary:
LUMO level = -0.09 eV
orbital gap = 6.0 eV
maximum force = 0.090 hartree/bohr
relative energy (zero: lowest compared OMol25 entry of this formula, charge and spin) = 0.000 eV

From a natural (NBO) analysis of the wavefunction, the atomic charges in e read: 1.1227 0.7532 -0.7384 -0.7273 0.2296 0.2316 0.2445 0.2386 -0.9119 0.2626 0.2533 0.2253 -0.9304 0.2386 0.2459 0.2628 -0.9206 0.2539 0.2112 0.2165 -0.9663 0.2152 0.2046 0.2356 1.3155 -0.1527 -0.2291 -0.4130 -0.4568 -0.2866 -0.3686 -0.3956 -0.4861 -1.2007 0.2028 0.1927 0.2090 0.2126 0.2046 0.2179 0.2040 0.2290 0.1616 0.2246 0.2232 0.2492 0.1979 0.2194 0.2185 -0.6206 0.2471 -0.6241 -0.6204 -1.0821 0.1920 0.1954 0.1938 0.1933 0.2018 0.1936 0.1939 0.2025 0.1894